# 1
{"formula": "C5H13N2", "method": "ωB97M-V/def2-TZVPD", "symbols": ["C", "C", "C", "C", "C", "N", "N", "H", "H", "H", "H", "H", "H", "H", "H", "H", "H", "H", "H", "H"], "xyz": [[-1.8086, 0.4247, -0.4556], [-0.3804, 0.8851, -0.1441], [0.3839, -0.2592, 0.6899], [1.4880, 0.2673, 1.3773], [1.7021, -1.0774, -1.3059], [0.7027, -1.3755, -0.2454], [-2.8484, 0.9154, 0.4088], [-1.8652, -0.6711, -0.3875], [-2.0332, 0.5671, -1.5153], [0.2348, 1.0753, -1.0246], [-0.3730, 1.7962, 0.4541], [1.5467, 0.3039, 2.4661], [2.4723, 0.4210, 0.9314], [2.3432, -1.9534, -1.3965], [2.3151, -0.2176, -1.0501], [1.1972, -0.9827, -2.2622], [1.0861, -2.0739, 0.3880], [-3.0676, 1.8954, 0.3036], [-2.7345, 0.6766, 1.3824], [-0.3611, -0.6172, 1.3856]], "atomic_forces_ev_per_a": [[-0.46, -1.22, 0.31], [0.73, 0.44, 0.24], [-1.34, 0.22, -1.07], [1.22, -1.17, 0.34], [-0.48, -0.94, 0.19], [1.20, 0.75, 1.15], [0.02, 0.29, -0.37], [0.32, 0.10, 0.02], [-0.04, 0.60, 0.14], [-0.01, -0.06, -0.02], [-0.24, 0.10, -0.13], [-0.49, 0.55, -0.04], [-0.32, 0.15, -0.35], [0.12, 0.13, 0.02], [0.05, 0.17, -0.35], [0.00, 0.44, -0.01], [-0.05, -0.39, -0.43], [0.09, 0.02, 0.05], [-0.07, -0.05, 0.01], [-0.27, -0.13, 0.32]], "lowdin_charge": [-0.272, -0.074, -0.401, 0.346, -0.063, 0.013, 0.021, 0.119, 0.131, 0.113, 0.119, 0.129, 0.118, 0.098, 0.075, 0.094, 0.120, 0.082, 0.076, 0.155], "multiplicity": 1, "relative_energy_kcal_mol": 118.7, "charge": 1}

# 2
{"formula": "C20H19BCl39F3N2O4", "method": "ωB97M-V/def2-TZVPD", "symbols": ["C", "C", "C", "B", "O", "O", "C", "N", "N", "C", "O", "O", "C", "C", "F", "F", "F", "H", "H", "H", "H", "H", "H", "C", "Cl", "Cl", "Cl", "H", "C", "Cl", "Cl", "Cl", "H", "C", "Cl", "Cl", "Cl", "H", "C", "Cl", "Cl", "Cl", "H", "C", "Cl", "Cl", "Cl", "H", "C", "Cl", "Cl", "Cl", "H", "C", "Cl", "Cl", "Cl", "H", "C", "Cl", "Cl", "Cl", "H", "C", "Cl", "Cl", "Cl", "H", "C", "Cl", "Cl", "Cl", "H", "C", "Cl", "Cl", "Cl", "H", "C", "Cl", "Cl", "Cl", "H", "C", "Cl", "Cl", "Cl", "H"], "xyz": [[-1.2470, -0.2034, 7.5637], [-1.2980, -0.0770, 6.0701], [-0.1475, 0.0807, 5.2988], [1.3490, 0.1725, 5.8497], [1.6615, 0.7540, 7.0486], [2.3753, -0.2779, 5.0621], [-0.3300, 0.1730, 3.9135], [-1.4781, 0.1525, 3.2673], [-2.5611, 0.0112, 4.0269], [-3.9576, -0.0030, 3.1645], [-4.4210, -1.1001, 3.0600], [-4.2226, 1.1108, 2.8474], [-2.5320, -0.1011, 5.3544], [-3.8318, -0.2448, 6.1752], [-4.9583, -0.2654, 5.4955], [-3.8984, 0.8130, 7.0207], [-3.7641, -1.3749, 6.9120], [-0.2393, -0.1162, 7.9401], [-1.8669, 0.5379, 8.0617], [-1.6368, -1.1767, 7.8624], [2.2381, 0.1782, 7.5647], [2.1980, -1.0951, 4.5853], [0.5129, 0.2806, 3.2409], [4.0181, 0.1043, 0.9818], [5.1633, -0.6599, 2.0810], [2.5350, 0.5001, 1.8628], [4.6943, 1.5466, 0.2428], [3.7702, -0.5961, 0.1960], [-2.6764, -1.6543, -0.5437], [-3.3443, -0.7778, -1.9175], [-1.1462, -2.4347, -0.9972], [-2.4680, -0.6150, 0.8487], [-3.3754, -2.4344, -0.2761], [2.5289, 4.5500, -2.1768], [3.8281, 5.0138, -1.0785], [3.1006, 4.5445, -3.8493], [1.8634, 2.9811, -1.7430], [1.7414, 5.2864, -2.0953], [4.6563, 7.4990, -5.6994], [3.7356, 8.3897, -6.9141], [6.0819, 6.7589, -6.4281], [5.1087, 8.5534, -4.3613], [4.0301, 6.7110, -5.3065], [7.9627, 0.7812, 4.5744], [6.2332, 0.5503, 4.8488], [8.7986, 1.0999, 6.0877], [8.6469, -0.6216, 3.7505], [8.0868, 1.6420, 3.9317], [-0.7505, -4.7187, -4.1418], [-0.1250, -3.3115, -4.9971], [-2.2348, -5.3047, -4.8953], [0.4595, -5.9990, -4.0636], [-0.9898, -4.4166, -3.1309], [-7.0611, -2.7843, -1.6609], [-6.0318, -2.3407, -0.3029], [-6.1443, -2.9039, -3.1600], [-7.9001, -4.3040, -1.3261], [-7.8067, -2.0106, -1.7816], [5.3382, 3.1893, 7.3208], [6.4464, 2.4257, 8.4585], [3.8404, 3.6669, 8.1199], [6.1013, 4.5710, 6.5339], [5.0971, 2.4646, 6.5550], [-3.1490, -6.8772, -8.5025], [-4.7633, -6.5344, -9.1237], [-3.1158, -8.4205, -7.6512], [-1.9564, -6.8484, -9.8009], [-2.8899, -6.1008, -7.7953], [7.0341, 10.0454, -7.9093], [6.0140, 10.8810, -9.0797], [8.5298, 9.4879, -8.6597], [7.3709, 11.0760, -6.5189], [6.4954, 9.1759, -7.5584], [7.9816, 4.6853, -9.3996], [6.2355, 4.5072, -9.2620], [8.4129, 5.4351, -10.9349], [8.6558, 5.6088, -8.0508], [8.4192, 3.6972, -9.3720], [-8.6721, -5.8003, 2.1151], [-10.4264, -6.0258, 2.1662], [-8.0599, -5.3528, 3.7047], [-7.8715, -7.2486, 1.5130], [-8.4593, -4.9893, 1.4310], [-11.1361, -8.6763, -0.3473], [-10.5361, -7.3204, -1.2997], [-12.5820, -9.3692, -1.0826], [-9.8869, -9.9035, -0.1470], [-11.4006, -8.3026, 0.6324]], "atomic_forces_ev_per_a": [[-0.18, -0.32, 0.13], [-0.13, 0.31, -0.38], [-0.26, 0.07, 0.18], [0.20, 0.09, -0.20], [-0.66, -0.40, 0.04], [-0.03, -0.53, 0.61], [0.13, 0.05, -0.48], [-0.61, 0.07, 1.39], [1.00, -0.27, 1.13], [-1.95, -0.24, -0.67], [0.46, -1.27, 0.33], [0.34, 1.67, -0.15], [0.56, -0.11, -0.11], [0.03, 0.21, 0.02], [0.20, 0.02, 0.09], [0.00, -0.39, -0.12], [-0.08, 0.38, -0.21], [0.12, 0.11, -0.08], [0.02, 0.08, -0.08], [-0.01, 0.00, -0.01], [0.50, 0.44, -0.10], [-0.01, 0.24, -0.44], [-0.02, 0.00, 0.20], [0.05, 0.00, 0.08], [-0.03, -0.12, -0.31], [-0.01, 0.06, -0.21], [0.06, 0.00, 0.00], [-0.05, -0.02, 0.00], [-0.17, 0.05, -0.02], [0.09, 0.06, -0.08], [0.07, -0.03, 0.02], [0.45, -0.19, -0.95], [0.03, -0.08, -0.06], [0.06, -0.01, 0.05], [0.00, 0.02, 0.00], [-0.01, -0.03, -0.05], [-0.06, -0.01, -0.01], [-0.01, 0.02, -0.01], [0.03, 0.08, 0.03], [-0.01, 0.00, -0.01], [-0.07, 0.01, 0.07], [-0.01, -0.02, 0.01], [-0.04, -0.01, 0.01], [0.05, -0.04, 0.04], [0.01, 0.09, 0.25], [0.08, 0.00, -0.03], [-0.02, 0.03, 0.00], [-0.02, 0.01, -0.02], [0.04, 0.01, -0.03], [0.00, 0.02, 0.01], [-0.07, -0.02, 0.01], [0.00, 0.00, 0.01], [-0.03, 0.01, 0.01], [0.07, -0.05, 0.01], [-0.15, 0.01, 0.13], [0.00, 0.00, 0.01], [-0.07, -0.07, -0.01], [-0.02, 0.01, 0.00], [0.01, 0.02, 0.00], [-0.06, 0.00, 0.07], [-0.01, -0.01, 0.00], [0.01, -0.01, -0.03], [-0.01, -0.01, -0.01], [0.01, -0.01, -0.01], [-0.01, 0.01, 0.01], [0.00, 0.01, 0.02], [0.01, 0.01, 0.00], [0.02, 0.01, 0.01], [0.01, 0.02, -0.01], [-0.01, 0.00, -0.01], [-0.01, -0.02, 0.01], [0.00, 0.00, 0.01], [0.00, -0.01, -0.01], [0.06, 0.05, -0.05], [-0.01, 0.00, 0.04], [0.01, 0.00, -0.01], [0.01, -0.08, -0.05], [0.02, -0.02, 0.00], [0.04, -0.02, 0.05], [-0.02, 0.03, 0.02], [0.00, 0.01, 0.00], [-0.01, 0.02, -0.02], [-0.01, 0.01, -0.01], [0.03, -0.02, -0.03], [0.01, 0.04, -0.07], [-0.02, 0.01, 0.01], [0.00, -0.03, 0.00], [0.02, 0.01, 0.03]], "lowdin_charge": [0.003, -0.087, 0.030, -0.599, 0.162, 0.148, -0.039, 0.092, 0.096, -0.814, 0.043, 0.090, 0.017, -0.533, 0.200, 0.146, 0.153, 0.073, 0.101, 0.101, 0.125, 0.108, 0.047, -1.518, 0.515, 0.577, 0.534, 0.018, -1.535, 0.519, 0.525, 0.687, -0.036, -1.543, 0.522, 0.546, 0.527, 0.014, -1.536, 0.548, 0.517, 0.535, -0.051, -1.534, 0.516, 0.532, 0.530, 0.018, -1.564, 0.524, 0.529, 0.528, -0.036, -1.527, 0.576, 0.531, 0.534, 0.015, -1.574, 0.511, 0.534, 0.527, -0.043, -1.570, 0.523, 0.518, 0.523, -0.024, -1.575, 0.522, 0.520, 0.521, -0.075, -1.545, 0.522, 0.530, 0.497, 0.010, -1.552, 0.530, 0.538, 0.519, -0.032, -1.573, 0.503, 0.529, 0.517, -0.025], "multiplicity": 1, "relative_energy_kcal_mol": 0.0}

# 3
{"formula": "C16H16N2O4", "method": "ωB97M-V/def2-TZVPD", "symbols": ["C", "C", "C", "C", "C", "C", "C", "C", "C", "C", "C", "N", "N", "C", "C", "O", "C", "C", "O", "O", "C", "O", "H", "H", "H", "H", "H", "H", "H", "H", "H", "H", "H", "H", "H", "H", "H", "H"], "xyz": [[5.8231, -0.7553, 1.2530], [4.8644, -0.7872, 0.2240], [3.6441, -0.6160, -0.8836], [2.1954, -0.6417, -0.1157], [0.8498, -0.0827, -0.9368], [-0.3109, 0.2288, 0.2262], [-1.1913, -1.1897, 0.1283], [-0.8644, -2.4984, 1.0369], [-1.6831, -3.9431, 1.0108], [-2.8987, -3.9123, -0.1392], [-3.0351, -2.5210, -0.9741], [-2.2913, -1.2333, -0.8765], [-1.0089, 1.5306, -0.1087], [-0.2183, 2.7476, 0.3299], [0.4753, 3.7728, -0.7946], [-0.0415, 3.1308, 1.6208], [-2.3526, 1.6645, 0.5940], [-3.6400, 2.0507, -0.4014], [-2.5699, 1.4573, 1.8986], [0.5018, 0.1436, 1.4510], [1.9619, 0.2463, 1.2425], [2.8006, 0.9456, 2.0140], [6.4317, -0.6443, 2.2656], [3.7615, -1.4984, -1.6514], [3.8507, 0.3878, -1.4656], [1.8820, -1.7430, 0.1754], [1.1795, 0.7983, -1.6350], [0.6059, -1.0011, -1.6594], [0.0398, -2.4071, 1.8041], [-1.4287, -4.8740, 1.6717], [-3.6061, -4.8533, -0.3218], [-3.8864, -2.5412, -1.8141], [1.3454, 3.2689, -1.3962], [0.8862, 4.7507, -0.2481], [-0.4127, 4.1624, -1.4836], [-4.6767, 1.7721, 0.0673], [-3.4194, 1.4781, -1.4253], [-3.5630, 3.2062, -0.6833]], "atomic_forces_ev_per_a": [[-7.17, 0.09, -6.54], [5.76, 0.77, 7.01], [1.36, 0.00, 1.00], [-1.38, 0.38, 0.75], [1.74, -1.19, -1.31], [2.61, -2.96, -1.72], [-2.96, -3.22, 0.13], [-1.26, -0.45, -0.75], [-1.52, 4.74, -4.12], [3.20, 3.09, 1.39], [0.93, -0.89, 1.38], [1.40, -4.39, 3.32], [-0.30, 0.13, 2.61], [2.66, 3.68, 5.80], [-1.06, 0.29, 0.45], [-1.62, -2.98, -8.37], [-3.42, -0.92, 5.67], [1.78, 0.02, -0.75], [1.86, 1.06, -8.41], [1.30, 1.34, -0.46], [3.19, 2.65, 2.32], [-6.17, -4.93, -5.13], [-1.61, -0.43, -2.96], [-0.49, 1.73, 1.63], [-0.55, -1.96, 1.35], [0.99, 2.18, -0.40], [-0.93, -1.33, 1.56], [-0.09, 2.31, 1.57], [-2.26, -0.15, -1.81], [-0.46, 2.18, -1.37], [1.71, 2.48, 0.33], [2.16, 0.27, 2.09], [-1.93, 0.85, 1.07], [-0.89, -2.57, -0.90], [2.03, -1.13, 1.13], [2.34, 0.59, -0.77], [-0.69, 1.10, 2.36], [-0.25, -2.43, 0.85]], "lowdin_charge": [0.049, -0.095, -0.149, -0.176, -0.046, -0.307, -0.097, 0.012, -0.009, -0.045, -0.111, 0.037, 0.037, -0.237, -0.026, 0.011, -0.274, -0.033, 0.012, -0.046, -0.191, 0.027, 0.060, 0.120, 0.125, 0.153, 0.118, 0.140, 0.101, 0.090, 0.093, 0.106, 0.078, 0.104, 0.093, 0.094, 0.086, 0.093], "multiplicity": 1, "relative_energy_kcal_mol": 448.4, "smiles": "C#CC[C@@H]1C[C@](c2ccccn2)(N(C(C)=O)C(C)=O)OC1=O"}

# 4
{"formula": "C6H14BPSn", "method": "ωB97M-V/def2-TZVPD", "symbols": ["C", "C", "B", "C", "P", "C", "C", "C", "H", "H", "H", "H", "H", "H", "H", "H", "H", "H", "H", "H", "H", "H", "Sn"], "xyz": [[0.5443, 2.9959, 0.2757], [0.2078, 2.0220, -0.5754], [-0.6063, 0.8023, -0.1334], [-2.2003, 0.6821, -0.3812], [0.1988, -0.6741, 0.7328], [-1.0517, -2.0009, 0.9401], [1.4983, -1.2668, -0.4418], [2.8593, -0.6156, -0.1067], [1.0558, 3.8901, -0.0665], [0.3280, 2.9368, 1.3392], [0.5076, 2.1015, -1.6232], [-2.3216, -0.1520, -1.1162], [-2.7496, 1.5720, -0.6990], [-2.5449, 0.3548, 0.6256], [-0.7145, -2.9522, 0.5193], [-1.3228, -2.1543, 1.9869], [-2.0304, -1.7392, 0.3837], [1.2096, -1.0171, -1.4652], [1.5369, -2.3551, -0.3496], [2.9169, -0.2668, 0.9277], [3.0487, 0.2405, -0.7556], [3.6606, -1.3408, -0.2595], [-4.0305, -1.0630, 0.2422]], "atomic_forces_ev_per_a": [[0.14, -0.07, -0.08], [0.03, -0.04, -0.01], [0.26, -0.21, 0.10], [-0.57, -0.22, -0.07], [-0.04, 0.05, 0.02], [0.22, 0.05, 0.14], [0.13, 0.19, -0.14], [0.02, 0.03, 0.00], [0.02, -0.11, 0.07], [-0.05, 0.07, -0.10], [-0.22, 0.16, 0.05], [0.13, 0.14, -0.09], [0.08, -0.06, 0.01], [0.26, 0.54, 0.42], [-0.11, 0.03, 0.04], [-0.11, 0.06, -0.10], [0.12, -0.27, -0.17], [0.03, -0.22, 0.06], [-0.03, 0.11, 0.07], [0.02, -0.11, -0.09], [-0.03, -0.07, 0.09], [-0.08, 0.09, -0.02], [-0.21, -0.14, -0.20]], "lowdin_charge": [0.058, -0.135, -0.465, -0.188, 1.074, -0.291, -0.381, -0.128, 0.088, 0.079, 0.114, 0.052, 0.107, -0.049, 0.075, 0.064, -0.141, 0.085, 0.087, 0.070, 0.080, 0.088, 1.657], "multiplicity": 1, "charge": 2}

Ordered lowest unoccupied orbital energy results: -7.401; -1.661; -0.639; -11.086; unit eV.
Ordered frontier orbital gap results: 5.54; 8.42; 8.58; 4.72; unit eV.
Ordered HOMO level results: -0.476; -0.370; -0.339; -0.581; unit hartree.